(1)
{
  "formula": "C20H19CaN7S2Se",
  "method": "the ωB97M-V functional and the def2-TZVPD basis",
  "homo_lumo_gap_ha": 0.17339,
  "homo_ev": -6.476,
  "charge": 0,
  "e_above_lowest_ev": 28.946,
  "symbols": ["Se", "Ca", "S", "S", "N", "N", "N", "N", "N", "N", "N", "C", "C", "C", "C", "C", "C", "C", "C", "C", "C", "C", "C", "C", "C", "C", "C", "C", "C", "C", "C", "H", "H", "H", "H", "H", "H", "H", "H", "H", "H", "H", "H", "H", "H", "H", "H", "H", "H", "H"],
  "xyz": [[2.28111, 0.30823, 0.80696], [0.04189, 2.56834, 1.10091], [2.70756, 6.69838, 0.49273], [-6.20906, 8.50957, -1.96449], [1.13770, 2.72668, -2.36692], [0.86696, 4.92116, 0.03212], [-0.49877, -6.19674, -2.75089], [-4.40838, -0.40487, -2.75881], [-0.67966, -7.56890, -1.12732], [-2.31692, -3.29781, -1.82731], [-1.22666, -6.50192, -0.71644], [1.77057, -1.67978, 0.53210], [-1.20529, -5.52532, -1.64412], [-4.63232, 8.43350, -1.79533], [-0.33731, 2.93146, 4.05486], [1.66475, 3.49475, -1.75927], [1.79604, -3.77666, 1.23739], [1.05001, -1.97927, -0.77512], [0.61305, 3.72368, 3.38005], [2.64826, -2.69559, 1.19776], [0.30460, -2.23044, 0.34618], [1.01525, 5.95909, 0.74062], [1.85907, 4.57767, -0.87741], [-0.29221, -7.31058, -2.39647], [-0.03964, 6.71789, 1.31390], [1.71825, 4.36092, 2.48334], [-4.52385, -0.88599, -1.62160], [-4.18219, -0.35213, -3.98618], [-2.00464, -4.42186, -1.67937], [0.61804, -3.64003, 0.65697], [2.90248, 5.31662, -0.66401], [-0.69730, -8.34468, -0.55646], [0.11124, 7.71649, 1.17390], [0.59620, -1.10900, -1.06888], [4.20005, 10.72968, 2.87688], [-5.22162, -0.87029, -0.83635], [2.46415, 5.23386, 2.33158], [3.39455, 5.75199, -1.82168], [-0.50157, 6.28048, 2.07291], [-0.96187, 6.51432, 0.66504], [-0.63605, -1.96667, 0.31793], [-1.00985, -8.10823, 3.53291], [1.69783, -2.47645, -1.68693], [-0.06148, -4.33438, 1.12453], [2.03711, -4.77281, 1.71188], [-3.56302, -1.21912, -1.31956], [2.72638, -2.32648, 2.29838], [-0.93887, -8.96643, 3.52136], [0.23511, -8.12628, -2.91354], [3.69033, -2.38605, 0.91129]],
  "nbo_charge": [-0.677, 1.734, 0.335, 0.123, -0.220, -0.533, -0.395, -0.544, -0.328, -0.275, -0.169, -0.046, 0.114, -0.123, -0.116, 0.243, -0.176, -0.428, -0.633, -0.537, -0.302, 0.253, -0.062, 0.186, -0.712, -0.422, -0.122, 0.275, 0.255, -0.224, -0.293, 0.417, 0.252, 0.204, 0.000, 0.196, 0.222, 0.275, 0.268, 0.253, 0.213, 0.008, 0.211, 0.212, 0.197, 0.195, 0.233, -0.008, 0.197, 0.273]
}

(2)
{
  "formula": "C20H19ClN4O3S",
  "method": "the ωB97M-V functional and the def2-TZVPD basis",
  "homo_lumo_gap_ha": 0.32607,
  "homo_ev": -9.495,
  "charge": 0,
  "e_above_lowest_ev": 5.253,
  "symbols": ["Cl", "S", "O", "O", "O", "N", "N", "N", "N", "C", "C", "C", "C", "C", "C", "C", "C", "C", "C", "C", "C", "C", "C", "C", "C", "C", "C", "C", "C", "H", "H", "H", "H", "H", "H", "H", "H", "H", "H", "H", "H", "H", "H", "H", "H", "H", "H", "H"],
  "xyz": [[-0.83156, 5.20689, 6.66703], [-1.58987, 2.21066, -1.52089], [-0.69626, -0.01279, 3.88814], [-1.35523, 3.32335, -2.36855], [-3.02535, 1.89099, -1.35956], [-0.26756, 3.67246, 0.52484], [-0.15912, 3.70109, 1.76433], [-0.85722, 2.64787, 2.35508], [-2.50709, -0.36495, 1.23617], [-0.65627, 1.27662, 5.83310], [-0.75717, 0.77671, -2.14306], [0.88954, -4.15359, -2.83594], [0.60484, -2.98805, -5.10447], [1.30424, -0.30005, -2.94279], [2.83681, -2.93775, -3.77424], [-2.01944, 0.65751, 1.29855], [0.66953, 0.89751, -2.56691], [-0.90076, 2.47697, 3.74082], [-0.85393, 1.24049, 4.46633], [-0.72597, -1.56024, -2.74297], [-0.85210, 3.67720, 4.47501], [0.68958, -0.37813, 3.75005], [-1.24267, 1.86815, 1.28514], [1.26474, -2.87389, -3.70128], [-0.74218, 3.69641, 5.83929], [-1.40507, -0.47800, -2.26426], [0.61013, -1.57031, -3.10198], [-0.92705, 2.53991, 0.13069], [-0.63783, 2.53460, 6.50271], [3.23341, -2.65024, -2.79676], [0.78890, -3.81643, -1.76094], [-2.45186, -0.59431, -2.18432], [1.35298, 1.72866, -2.52951], [-0.56366, 2.56552, 7.55911], [3.31920, -2.18251, -4.44521], [0.96070, -1.24566, 4.30633], [0.80824, -0.65162, 2.71097], [1.70291, -4.91826, -2.85213], [1.10004, -3.67424, -5.70571], [-1.20852, 4.68408, 4.10959], [0.59880, -2.07344, -5.59421], [-0.43337, -3.41978, -5.09686], [1.49502, 0.39824, 3.95656], [-0.70915, 0.40069, 6.37892], [3.21040, -3.99795, -4.01444], [-0.08261, -4.53827, -3.11560], [-1.33989, -2.36746, -2.99153], [2.35873, -0.32465, -3.26464]],
  "nbo_charge": [0.027, 2.165, -0.520, -0.901, -0.920, -0.161, -0.003, -0.192, -0.237, -0.223, -0.380, -0.609, -0.599, -0.221, -0.618, 0.253, -0.172, 0.141, 0.280, -0.249, -0.223, -0.266, 0.050, -0.070, -0.043, -0.096, 0.062, -0.200, -0.201, 0.214, 0.216, 0.240, 0.244, 0.227, 0.213, 0.191, 0.192, 0.217, 0.210, 0.257, 0.212, 0.206, 0.191, 0.232, 0.223, 0.212, 0.212, 0.216]
}

(3)
{
  "formula": "C20H19CoNO3P",
  "method": "the ωB97M-V functional and the def2-TZVPD basis",
  "s_squared": 3.761,
  "homo_lumo_gap_ha": [0.30389, 0.30268],
  "homo_ev": [-11.813, -11.918],
  "charge": 1,
  "e_above_lowest_ev": 3.180,
  "spin_multiplicity": 4,
  "symbols": ["Co", "P", "O", "O", "O", "N", "C", "C", "C", "C", "C", "C", "C", "C", "C", "C", "C", "C", "C", "C", "C", "C", "C", "C", "C", "C", "H", "H", "H", "H", "H", "H", "H", "H", "H", "H", "H", "H", "H", "H", "H", "H", "H", "H", "H"],
  "xyz": [[-1.12646, 2.00978, -1.17648], [0.64543, 1.39612, 0.22186], [-1.54946, 3.08553, 0.27505], [-1.45231, 3.66366, 2.43252], [-0.81358, 1.22486, -2.85579], [-2.44459, 0.29522, -0.96155], [0.00110, -0.22692, 0.65370], [0.43068, -1.35581, 0.04867], [-2.65276, -0.00999, 0.45393], [-2.00009, -1.66842, 1.72932], [-0.57534, -2.43890, -0.30420], [3.12630, 0.86945, 1.29096], [0.41053, 2.48636, 1.70462], [-1.94003, -0.61017, -1.75341], [2.45098, 1.15094, 0.17348], [-0.97803, 3.11590, 1.47518], [4.52627, 0.71442, 1.30347], [4.45130, 0.81057, -1.10393], [-3.21794, -1.35711, 0.80422], [-2.74643, -2.47412, -0.15240], [-1.58516, -2.84008, 0.81896], [3.09611, 1.09797, -1.06421], [-1.35017, -0.29842, 1.38263], [-1.79078, -2.00593, -1.30287], [5.18268, 0.62638, 0.11258], [-1.44193, -0.07988, -3.15057], [-3.43327, -3.26681, -0.47612], [5.01254, 0.71684, -2.04081], [2.54980, 1.23559, -1.96619], [0.37304, 1.88164, 2.62779], [6.22539, 0.33770, 0.05341], [-1.73492, -2.77439, -2.14209], [-0.71722, -0.75626, -3.57363], [-2.26510, -1.90405, 2.78019], [2.57695, 0.66063, 2.20524], [-1.45225, -3.77060, 1.26499], [-2.32854, 0.19975, -3.71363], [-1.44585, 0.37206, 2.25595], [-4.18575, -1.43713, 1.29165], [4.99852, 0.45269, 2.20166], [1.17018, 3.23838, 1.85466], [-0.20180, 1.53363, -3.56375], [1.49579, -1.39918, -0.32777], [-3.21766, 0.74215, 0.93965], [-0.07615, -3.24404, -0.72692]],
  "lowdin_spin": [2.631, 0.072, 0.107, 0.013, 0.049, 0.030, -0.002, 0.016, -0.001, 0.000, 0.005, 0.005, 0.004, 0.019, 0.023, 0.008, 0.002, 0.000, 0.000, 0.001, 0.001, 0.002, -0.002, 0.004, 0.000, 0.005, 0.000, 0.000, 0.001, 0.001, 0.000, 0.000, 0.001, 0.000, 0.001, 0.000, 0.001, 0.000, 0.000, 0.000, 0.000, 0.003, 0.001, 0.000, 0.000]
}

(4)
{
  "formula": "C20H19CrN4O3Se3Te",
  "method": "the ωB97M-V functional and the def2-TZVPD basis",
  "s_squared": 0.777,
  "homo_lumo_gap_ha": [0.21604, 0.23375],
  "homo_ev": [-7.539, -7.521],
  "charge": 0,
  "spin_multiplicity": 2,
  "symbols": ["Te", "Se", "Se", "Se", "Cr", "O", "O", "O", "N", "N", "N", "N", "C", "C", "C", "C", "C", "C", "C", "C", "C", "C", "C", "C", "C", "C", "C", "C", "C", "C", "C", "C", "H", "H", "H", "H", "H", "H", "H", "H", "H", "H", "H", "H", "H", "H", "H", "H", "H", "H", "H"],
  "xyz": [[-4.45787, -0.23837, 3.39529], [-2.59350, 1.15615, 2.45982], [-5.20270, -1.14285, 1.17105], [-3.17249, -2.01249, 0.44281], [-1.63581, -0.12887, 0.65352], [3.94113, -0.53853, -2.70487], [2.65199, -0.44133, -4.59557], [-0.17311, 1.42218, 0.56106], [-0.46484, -0.81192, -0.78485], [1.90193, 1.44849, 1.49580], [-2.53903, 0.71808, -1.00923], [-0.39365, -1.40188, 1.70050], [-1.89922, 0.43543, -2.16526], [1.42979, 1.07981, 2.82978], [-3.72687, 1.32295, -1.04470], [1.50000, -2.83301, 1.49223], [1.64265, -0.88253, -2.52651], [0.61445, -1.91288, 0.97122], [-0.59975, -0.27933, -1.99667], [1.74646, -1.47183, -1.27269], [-2.44003, 0.74471, -3.38641], [-3.68300, 1.36207, -3.42569], [1.61450, 2.21765, -0.79141], [2.89737, -0.66406, -3.39477], [1.32205, -3.25875, 2.79543], [-0.57573, -1.82465, 2.95175], [3.34613, 1.66138, 1.34255], [0.26381, -2.75470, 3.53392], [-4.33122, 1.65867, -2.24414], [1.05149, 1.65472, 0.48369], [0.42775, -0.33064, -2.90761], [0.66131, -1.43268, -0.43028], [2.71140, -1.86477, -0.96724], [2.29647, -3.22420, 0.87033], [2.24351, 1.47934, -1.29802], [-1.41423, -1.39410, 3.47874], [0.35514, 0.11879, -3.89307], [3.85596, 1.06313, 2.09290], [0.36659, 1.27533, 2.91908], [1.61923, 0.02456, 3.03400], [1.96883, 1.67743, 3.56718], [3.69342, 1.33682, 0.36550], [-1.90622, 0.48560, -4.29156], [0.07865, -3.07501, 4.54990], [-5.29942, 2.14191, -2.23362], [-4.18212, 1.53183, -0.09038], [2.22717, 3.10147, -0.60228], [-4.13956, 1.60143, -4.37831], [0.78631, 2.48050, -1.44072], [3.61796, 2.70751, 1.49194], [1.99691, -3.98856, 3.22587]],
  "lowdin_spin": [-0.003, -0.030, -0.008, -0.014, 1.048, 0.000, 0.000, 0.008, -0.002, -0.001, 0.003, 0.000, 0.000, 0.000, 0.003, -0.001, -0.002, 0.000, -0.001, 0.000, 0.000, 0.001, 0.000, 0.000, 0.000, 0.001, 0.000, 0.000, 0.000, 0.000, 0.000, 0.000, 0.000, 0.000, 0.000, -0.001, 0.000, 0.000, 0.000, 0.000, 0.000, 0.000, 0.000, 0.000, 0.000, -0.001, 0.000, 0.000, 0.000, 0.000, 0.000]
}

(5)
{
  "formula": "C20H19F2N3O2",
  "method": "the ωB97M-V functional and the def2-TZVPD basis",
  "homo_lumo_gap_ha": 0.31188,
  "homo_ev": -8.402,
  "charge": 0,
  "e_above_lowest_ev": 4.327,
  "symbols": ["F", "F", "O", "O", "N", "N", "N", "C", "C", "C", "C", "C", "C", "C", "C", "C", "C", "C", "C", "C", "C", "C", "C", "C", "C", "C", "C", "H", "H", "H", "H", "H", "H", "H", "H", "H", "H", "H", "H", "H", "H", "H", "H", "H", "H", "H"],
  "xyz": [[-2.48011, 4.14597, -1.51511], [-1.57756, 1.77989, -1.02008], [1.07185, -1.89519, 3.16427], [-3.17331, -1.13823, 0.34746], [-0.91238, -1.30909, 1.86559], [1.74782, -3.61993, 0.02088], [-1.57279, -0.11046, 1.57052], [-3.30032, 3.28455, -0.82041], [0.91965, 2.54069, 3.53830], [1.78752, -3.90879, -2.35642], [2.66676, -3.56120, -1.14330], [1.16963, -3.08420, 2.30975], [-1.01037, 2.29483, 2.32660], [0.22928, 0.32960, 2.83414], [1.13383, 1.15543, 3.46492], [-0.19508, 3.17813, 3.05409], [-2.82847, 2.09098, -0.52817], [0.39489, -3.22005, -0.50264], [-3.44861, 1.14412, 0.29592], [-4.71905, 1.42100, 0.72241], [-5.29606, 2.60982, 0.42026], [0.60291, -3.06766, -2.08111], [-2.71156, -0.02861, 0.72931], [-0.83607, 0.91789, 2.21698], [0.13432, -1.09900, 2.63095], [2.17617, -2.78292, 1.24939], [-4.57388, 3.55422, -0.32745], [0.14265, -2.17366, -0.18627], [-0.24794, -3.21560, -2.72844], [-0.38880, 4.21304, 3.05592], [-0.47125, -3.73704, -0.26830], [2.13423, -1.73841, 0.96198], [0.93251, -2.04322, -2.22443], [3.47107, -4.34634, -1.05178], [-5.11212, 4.53303, -0.49553], [1.61091, -3.85091, 2.83109], [-6.31750, 2.82115, 0.54752], [3.09345, -2.98717, 1.70341], [1.98476, 0.92638, 4.11877], [1.69311, 3.14544, 4.05255], [-1.86133, 2.79811, 1.90603], [1.47107, -4.99443, -2.29694], [0.16869, -3.35550, 2.00211], [-5.29784, 0.68076, 1.26167], [3.12406, -2.62556, -1.28763], [2.34857, -3.65608, -3.30799]],
  "nbo_charge": [-0.301, -0.321, -0.465, -0.536, -0.291, -0.446, -0.259, 0.298, -0.212, -0.403, -0.217, -0.081, -0.245, -0.174, -0.177, -0.195, 0.400, -0.235, -0.188, -0.154, -0.219, -0.410, 0.653, 0.206, 0.503, -0.229, -0.234, 0.189, 0.217, 0.225, 0.202, 0.174, 0.188, 0.194, 0.239, 0.192, 0.227, 0.203, 0.231, 0.208, 0.210, 0.203, 0.217, 0.238, 0.167, 0.212]
}